1.
A molecular structure, C50H39N11OSiTi in a non-equilibrium geometry. Source: OMol25; level of theory: wB97M-V/def2-TZVPD.

Each line ends with the Mulliken charge.
CARTESIAN COORDINATES (ANGSTROEM)
1 Ti 0.5923 -0.1073 0.0615  -1.975
2 C 2.1627 -4.4779 -4.4407  -0.771
3 C 3.1471 -3.5414 -4.7703  -0.754
4 C 3.4259 -2.4654 -3.9451  0.045
5 C 2.6774 -2.3380 -2.7848  0.229
6 C 2.6833 -1.3655 -1.7036  -0.285
7 N 1.6854 -1.6558 -0.8080  0.727
8 C 1.1325 -2.8525 -1.1804  0.297
9 N 0.3489 -3.6329 -0.4751  -0.334
10 C -0.1458 -3.2670 0.6954  -0.627
11 C -0.9675 -4.1420 1.5200  0.550
12 C -1.3042 -5.4828 1.4307  -0.046
13 C -2.0931 -6.0185 2.4363  -0.726
14 C -2.5476 -5.2278 3.4943  -0.751
15 C -2.2293 -3.8810 3.5751  -0.186
16 C -1.4280 -3.3478 2.5775  0.202
17 C -0.8601 -2.0249 2.3490  -0.539
18 N -1.1591 -0.9565 3.0724  -0.455
19 C -0.5372 0.1792 2.8974  -0.006
20 N 0.5476 0.4407 2.0859  0.213
21 C 1.0945 1.6183 2.5152  0.252
22 N 2.2895 2.0659 2.2112  -0.440
23 C 3.0057 1.5068 1.2555  -0.350
24 N 2.6044 0.5587 0.3614  0.895
25 C 3.6620 0.2957 -0.4658  -0.462
26 N 3.6583 -0.5065 -1.5125  -0.419
27 C 4.8139 1.0872 -0.0728  0.117
28 C 6.1221 1.1700 -0.5307  -0.292
29 C 6.9659 2.0753 0.0896  -0.645
30 C 6.5285 2.8790 1.1474  -0.699
31 C 5.2358 2.7739 1.6303  -0.137
32 C 4.3892 1.8676 1.0092  0.196
33 C 0.2419 2.2340 3.5239  0.402
34 C 0.2758 3.4631 4.1643  -0.194
35 C -0.7888 3.7820 4.9915  -0.734
36 C -1.8484 2.8927 5.1882  -0.782
37 C -1.8679 1.6517 4.5726  -0.357
38 C -0.8109 1.3397 3.7326  0.003
39 N -0.0603 -2.0369 1.2608  0.394
40 C 1.6934 -3.2759 -2.4541  0.238
41 C 1.4252 -4.3616 -3.2747  -0.163
42 H 1.9813 -5.3090 -5.1099  0.415
43 H 3.7078 -3.6598 -5.6886  0.408
44 H 4.1901 -1.7428 -4.1977  0.503
45 H -0.9463 -6.0881 0.6083  0.553
46 H -2.3623 -7.0664 2.4048  0.426
47 H -3.1549 -5.6821 4.2666  0.411
48 H -2.5906 -3.2606 4.3847  0.566
49 H 6.4653 0.5488 -1.3472  0.549
50 H 7.9902 2.1677 -0.2476  0.401
51 H 7.2092 3.5974 1.5851  0.420
52 H 4.8826 3.3790 2.4550  0.550
53 H 1.0968 4.1511 4.0143  0.581
54 H -0.8061 4.7375 5.5002  0.421
55 H -2.6654 3.1781 5.8386  0.421
56 H -2.6800 0.9529 4.7241  0.557
57 H 0.6704 -5.0871 -3.0017  0.567
58 C -3.5615 2.4879 0.9953  -2.036
59 C -2.0902 2.4087 0.6971  0.503
60 N -1.5379 1.2766 0.3917  1.422
61 N -2.4553 0.2577 0.2885  -0.891
62 C -2.0126 -0.7872 -0.3407  -0.661
63 O -0.8306 -0.8704 -0.8664  0.322
64 C -2.9547 -1.9206 -0.4823  0.716
65 C -2.6449 -2.9737 -1.3382  0.586
66 C -3.5166 -4.0425 -1.4662  -0.985
67 C -4.6964 -4.0672 -0.7387  -0.542
68 C -5.0110 -3.0173 0.1146  -0.907
69 C -4.1430 -1.9487 0.2473  -0.510
70 C -1.3400 3.6837 0.7138  0.797
71 C -2.0023 4.8863 0.9747  -0.989
72 C -1.2870 6.0701 0.9700  -0.678
73 C 0.0684 6.0376 0.6983  -0.962
74 C 0.6397 4.8063 0.4154  -0.410
75 N -0.0376 3.6683 0.4291  0.275
76 H -3.9207 1.4910 1.2254  0.219
77 H -4.1076 2.8495 0.1212  0.289
78 H -3.7520 3.1485 1.8396  0.620
79 H -1.7199 -2.9539 -1.8973  0.092
80 H -3.2796 -4.8598 -2.1352  0.451
81 H -5.3739 -4.9063 -0.8330  0.411
82 H -5.9378 -3.0358 0.6732  0.440
83 H -4.3626 -1.1292 0.9160  0.412
84 H -3.0651 4.9038 1.1649  0.477
85 H -1.7850 7.0092 1.1733  0.458
86 H 0.6705 6.9356 0.7082  0.451
87 H 1.6961 4.7185 0.1894  0.450
88 C -0.3996 2.7663 -3.9469  -1.353
89 Si -0.1403 1.0217 -3.2218  0.366
90 C 1.0453 0.1614 -4.4367  -1.226
91 C -1.7944 0.1157 -3.4564  -1.026
92 C 0.6938 1.2772 -1.5569  0.643
93 H -0.8847 2.7211 -4.9242  0.334
94 H 0.5655 3.2618 -4.0778  0.336
95 H -1.0077 3.3988 -3.2954  0.298
96 H 0.9249 0.5921 -5.4328  0.467
97 H 0.8467 -0.9095 -4.5111  0.241
98 H 2.0888 0.2861 -4.1411  0.323
99 H -2.1567 0.3087 -4.4682  0.559
100 H -2.5685 0.4302 -2.7527  0.272
101 H -1.6681 -0.9622 -3.3518  0.148
102 H 1.7479 1.4775 -1.7781  0.836
103 H 0.3087 2.1945 -1.1161  -0.422

The maximum force comes out at 0.029 hartree/bohr. The calculation puts the relative energy (zero: lowest compared OMol25 entry of this formula, charge and spin) at 0.00 kcal/mol. The total charge is 0.

***

2.
A molecular structure, C50H40CsF3N10O4PS3 in a non-equilibrium geometry. Source: OMol25; level of theory: wB97M-V/def2-TZVPD.

Each line ends with the Mulliken charge.
CARTESIAN COORDINATES (ANGSTROEM)
1 Cs 0.0868 -0.7635 -0.2217  1.334
2 C 2.0706 3.4152 5.1728  -0.985
3 N 1.0969 2.6408 4.4645  0.381
4 C 0.6497 1.3907 4.7836  -0.994
5 C -0.3288 1.0871 3.8762  -0.083
6 N -0.4886 2.1246 3.0185  0.119
7 C 0.3945 3.0285 3.3667  0.127
8 P 0.8123 4.5170 2.4121  -0.761
9 C 2.2245 3.7330 1.5925  0.358
10 N 2.2753 2.4442 1.3596  -0.002
11 C 3.4737 2.2116 0.7877  -0.478
12 C 4.1768 3.3839 0.6966  -0.709
13 N 3.3729 4.3575 1.2153  0.316
14 C 3.7107 5.7339 1.4222  -0.907
15 C -0.3872 4.2416 1.0858  0.174
16 N -0.0788 4.0513 -0.1734  -0.483
17 C -1.2572 3.8767 -0.8163  -0.874
18 C -2.2959 4.0094 0.0637  0.011
19 N -1.7308 4.2726 1.2795  0.498
20 C -2.3765 4.4928 2.5406  -0.999
21 H 1.8372 3.4274 6.2406  0.396
22 H 2.0384 4.4402 4.7970  0.317
23 H 3.0794 3.0185 5.0301  0.313
24 H 1.0663 0.8328 5.5993  0.473
25 H -0.9228 0.1984 3.7661  0.313
26 H 3.7498 1.2256 0.4757  0.364
27 H 5.1588 3.6069 0.3262  0.424
28 H 4.3977 6.0708 0.6470  0.325
29 H 4.1940 5.8661 2.3950  0.280
30 H 2.8074 6.3444 1.3927  0.348
31 H -1.2840 3.6604 -1.8657  0.432
32 H -3.3571 3.9355 -0.0737  0.441
33 H -3.3384 4.9872 2.3953  0.421
34 H -1.7442 5.1353 3.1582  0.379
35 H -2.5105 3.5478 3.0748  0.289
36 S 0.2213 -7.7737 1.9494  -0.170
37 C 1.7669 -8.1498 1.2944  -0.358
38 C 2.4728 -7.0345 0.9762  -0.800
39 C 1.7793 -5.8437 1.2721  -0.202
40 C 0.5377 -6.0620 1.7938  0.152
41 C -0.4745 -5.0710 2.0820  0.953
42 C -0.1276 -3.7669 2.5082  -1.058
43 N -0.9934 -2.8082 2.6738  -0.253
44 C -2.2816 -3.0372 2.3899  -0.044
45 C -2.7616 -4.3209 2.0339  1.287
46 C -4.1480 -4.5274 1.7742  -1.119
47 C -5.0026 -3.4807 1.7315  -0.978
48 C -4.5410 -2.1614 1.9907  1.334
49 C -5.3634 -1.0448 1.8299  -0.898
50 C -4.8781 0.2170 2.1142  0.992
51 C -3.5639 0.2962 2.6294  -0.700
52 N -2.7759 -0.7287 2.7638  -0.120
53 C -3.2039 -1.9408 2.4002  -1.214
54 C -5.6646 1.4034 1.8872  0.245
55 C -5.2189 2.6944 1.8591  0.554
56 C -6.2216 3.6368 1.5684  -0.701
57 C -7.4349 3.0563 1.3743  -0.351
58 S -7.3691 1.3446 1.5453  -0.191
59 C -1.8176 -5.3444 1.8999  -0.837
60 H 2.0444 -9.1791 1.1829  0.437
61 H 3.4501 -7.0506 0.5285  0.410
62 H 2.1433 -4.8550 1.0580  0.508
63 H 0.9008 -3.5226 2.7280  0.625
64 H -4.4863 -5.5381 1.5840  0.396
65 H -6.0488 -3.6172 1.4937  0.421
66 H -6.3695 -1.1652 1.4506  0.387
67 H -3.1401 1.2394 2.9490  0.394
68 H -4.1908 2.9400 2.0126  -0.602
69 H -6.0471 4.6979 1.5026  0.382
70 H -8.3597 3.5401 1.1307  0.538
71 H -2.1326 -6.3372 1.6005  0.402
72 C -8.1359 1.7891 -1.9990  -1.950
73 C -6.8285 1.0643 -1.8674  0.968
74 C -5.6917 1.7105 -1.3977  -0.243
75 C -4.4924 1.0318 -1.2819  -0.982
76 C -4.4272 -0.2964 -1.6499  -0.004
77 C -5.5427 -0.9548 -2.1307  -0.657
78 C -6.7427 -0.2744 -2.2363  -0.810
79 S -2.8137 -1.1003 -1.6195  1.377
80 O -2.4200 -1.1316 -0.2211  -0.489
81 O -2.9759 -2.4049 -2.2316  -0.884
82 N -1.7972 -0.1214 -2.3240  0.189
83 C -1.8269 0.2246 -3.6188  -0.129
84 C -2.8146 -0.1378 -4.5356  -0.541
85 C -2.7673 0.2622 -5.8683  -1.092
86 C -1.7400 1.0370 -6.3486  -0.872
87 C -0.7168 1.4363 -5.4744  1.104
88 C 0.3820 2.2095 -5.9032  -0.720
89 C 1.3678 2.5416 -5.0156  -0.698
90 C 1.2315 2.1136 -3.6848  -0.404
91 N 0.2208 1.4101 -3.2529  -0.063
92 C -0.7425 1.0406 -4.1060  0.182
93 H -8.0616 2.8003 -1.6054  0.291
94 H -8.9161 1.2567 -1.4548  0.374
95 H -8.4254 1.8438 -3.0487  0.473
96 H -5.7522 2.7556 -1.1285  0.467
97 H -3.5962 1.5119 -0.9221  0.393
98 H -5.4307 -1.9869 -2.4292  0.572
99 H -7.6228 -0.7726 -2.6234  0.408
100 H -3.6247 -0.7636 -4.1914  0.389
101 H -3.5525 -0.0577 -6.5439  0.375
102 H -1.6943 1.3405 -7.3870  0.348
103 H 0.4292 2.5234 -6.9401  0.380
104 H 2.2312 3.1102 -5.3306  0.382
105 H 1.9765 2.3650 -2.9425  0.518
106 F 4.6386 -3.0733 1.3873  -0.283
107 C 4.0189 -1.8747 1.4314  0.728
108 F 3.6934 -1.6858 2.7300  -0.285
109 F 4.9683 -0.9655 1.1488  -0.265
110 C 2.7500 -1.7926 0.4937  0.569
111 O 2.6296 -0.7483 -0.1333  -0.758
112 O 2.0439 -2.7927 0.5466  -0.741

The maximum force comes out at 0.036 hartree/bohr. The calculation puts the relative energy (zero: lowest compared OMol25 entry of this formula, charge and spin) at 17.09 kcal/mol. The total charge is -1.

***

Look up the relative energy (zero: lowest compared OMol25 entry of this formula, charge and spin) of the first one. 0.00 kcal/mol